{"formula": "C5H7NO", "method": "ωB97M-V/def2-TZVPD", "homo_lumo_gap_ev": 8.2, "e_tot_ev": -8832.8214, "lumo_ev": 0.18, "homo_ha": -0.2944, "species": ["C", "N", "C", "C", "C", "C", "O", "H", "H", "H", "H", "H", "H", "H"], "positions_angstrom": [[0.1848, -0.2802, 1.7882], [-0.1417, -0.0141, 0.4045], [-1.3192, 0.2180, -0.1375], [-1.2158, 0.4502, -1.5277], [0.0957, 0.3064, -1.9704], [0.8453, 0.1826, -0.6845], [1.8787, -0.7470, -0.5905], [0.7141, 0.5678, 2.2372], [0.8273, -1.1638, 1.8450], [-0.7331, -0.4636, 2.3530], [-2.2121, 0.2082, 0.4867], [-2.0838, 0.6353, -2.1518], [1.2205, 1.2162, -0.5694], [1.9393, -1.1161, -1.4828]]}